Computed, not measured: a structure of composition C5H9Br3O, with ωB97M-V/def2-TZVPD.

Values from the calculation:
**Highest occupied orbital energy**: -8.60 eV
**Charge**: 0
**Strongest force on any atom**: 5.679 eV/Å
**Energy relative to the best compared isomer or geometry (same formula, charge and spin)**: 66.2 kcal/mol

Each line ends with the natural charge from an NBO analysis.
Element x y z (Å)
C  -1.515  1.187  0.661  -0.60
C  0.361  -0.056  1.701  -0.63
C  -0.202  0.538  0.312  -0.37
C  -0.408  -0.539  -0.661  0.35
C  1.347  -0.366  -2.008  -0.55
O  -0.396  -1.788  -0.373  -0.66
Br  2.030  1.426  -1.894  0.08
Br  2.736  -1.575  -1.465  0.06
Br  0.611  -0.888  -3.722  0.07
H  -1.231  1.614  1.650  0.22
H  -2.029  1.923  0.009  0.23
H  -2.280  0.382  0.771  0.21
H  1.179  -0.726  1.462  0.21
H  -0.331  -0.752  2.264  0.21
H  0.379  0.743  2.567  0.24
H  0.621  1.201  0.107  0.26
H  -1.366  -0.343  -1.382  0.20
H  0.494  -1.979  0.001  0.49


Computed, not measured: a structure of composition C26H48BiCl3N5O3PSi, with ωB97M-V/def2-TZVPD.

Values from the calculation:
**Highest occupied orbital energy**: -7.32 eV
**Charge**: 0
**Strongest force on any atom**: 4.176 eV/Å
**Energy relative to the best compared isomer or geometry (same formula, charge and spin)**: 114.9 kcal/mol

Each line ends with the Mulliken charge.
Element x y z (Å)
C  -2.234  4.279  -2.845  -1.54
C  -1.998  2.808  -3.059  0.67
H  -2.853  4.771  -3.631  0.43
H  -1.253  4.829  -2.844  0.19
H  -2.773  4.420  -1.876  0.31
C  -1.995  2.251  -4.294  0.21
C  -2.173  3.001  -5.572  -1.77
H  -1.852  1.179  -4.430  0.58
H  -1.389  3.755  -5.770  0.30
H  -3.147  3.508  -5.558  0.40
H  -2.173  2.326  -6.443  0.37
Bi  -1.920  -0.637  2.689  1.31
Cl  -2.955  -2.720  3.617  -0.51
Cl  0.931  1.305  0.447  -0.20
C  -1.808  -2.968  0.599  -0.39
O  -1.525  -1.751  0.834  0.02
N  -0.992  -3.727  -0.094  0.61
C  0.239  -3.153  -0.690  -0.87
C  -1.373  -5.073  -0.521  -0.87
H  -2.781  -3.398  0.930  0.36
H  0.517  -2.192  -0.229  -0.25
H  0.069  -2.967  -1.762  0.35
H  1.074  -3.878  -0.590  0.50
H  -2.036  -5.503  0.236  0.36
H  -0.479  -5.688  -0.626  0.31
H  -1.908  -5.032  -1.480  0.25
H  0.926  1.828  -2.097  -0.09
H  1.384  0.940  -5.040  0.31
C  1.956  1.659  -2.482  -0.62
C  2.177  0.314  -4.597  -0.99
N  2.098  0.349  -3.130  0.47
H  2.671  1.773  -1.635  0.43
C  2.424  -0.779  -2.402  -0.27
O  2.159  -0.894  -1.164  -0.36
H  2.030  -0.722  -4.947  0.39
H  2.981  -1.570  -3.065  0.22
H  2.151  2.424  -3.261  0.32
H  3.146  0.711  -4.942  0.31
O  -0.801  2.712  -0.933  -0.85
C  -1.834  2.093  -1.739  -1.01
C  -0.947  -0.097  -2.879  0.08
C  -1.743  0.547  -1.927  1.50
H  -0.186  0.487  -3.396  1.28
C  -1.193  -1.416  -3.241  -1.82
H  -2.759  2.309  -1.166  0.60
C  -2.784  -0.180  -1.361  -0.85
H  -0.523  -1.913  -3.937  0.38
C  -2.277  -2.112  -2.702  -0.49
C  -3.126  -1.464  -1.794  -1.18
H  -3.394  0.310  -0.584  0.29
H  -2.496  -3.137  -3.002  0.59
H  -4.020  -1.967  -1.383  0.48
Si  -0.047  3.234  0.622  1.16
Cl  -4.008  0.276  1.807  -0.52
C  1.659  4.204  1.076  -1.19
C  -0.476  2.785  2.503  -0.61
C  -1.277  4.740  0.343  -1.29
H  2.421  3.594  1.621  0.18
H  1.450  5.094  1.703  0.31
H  2.203  4.569  0.171  0.29
H  -1.194  5.062  -0.718  0.22
H  -1.095  5.583  1.074  0.40
H  -2.362  4.460  0.493  0.23
H  -1.296  2.042  2.494  -0.22
H  -0.853  3.660  3.079  0.38
H  0.401  2.376  3.061  0.13
C  2.276  -2.622  5.753  -0.90
N  1.435  -3.247  4.738  0.08
C  2.202  -3.515  3.491  -0.98
N  2.910  -2.309  2.979  0.08
C  3.708  -1.692  4.045  -0.92
N  2.942  -1.354  5.290  0.06
C  1.970  -0.286  5.057  -0.94
P  0.762  -0.819  3.691  0.78
C  0.242  -2.432  4.460  -0.94
C  1.955  -1.344  2.374  0.22
H  3.060  -3.333  6.072  0.27
H  1.646  -2.368  6.609  0.43
H  1.499  -3.873  2.725  0.34
H  2.939  -4.313  3.694  0.25
H  4.168  -0.774  3.662  0.39
H  4.498  -2.405  4.332  0.31
H  1.376  -0.083  5.967  0.42
H  2.464  0.654  4.748  0.37
H  -0.455  -2.995  3.816  0.63
H  -0.245  -2.262  5.438  0.27
H  2.491  -0.462  1.970  0.55
H  1.398  -1.804  1.534  -0.51


Computed, not measured: a cluster of 2 separate species, C9H13NO in total, with ωB97M-V/def2-TZVPD.

Values from the calculation:
**Highest occupied orbital energy**: -8.68 eV
**Charge**: 0
**Strongest force on any atom**: 8.881 eV/Å
**Energy relative to the best compared isomer or geometry (same formula, charge and spin)**: 98.6 kcal/mol

Each line ends with the natural charge from an NBO analysis.
Element x y z (Å)
C  -3.001  0.335  -0.296  -0.23
C  -2.216  1.020  0.572  -0.23
C  -1.052  0.397  1.053  -0.18
C  -0.646  -0.826  0.418  -0.21
C  -1.380  -1.394  -0.415  -0.21
C  -2.603  -0.829  -0.735  -0.20
C  2.155  -1.295  0.951  -0.74
C  2.140  -0.276  -0.115  0.67
C  1.373  2.114  -0.463  -0.44
H  -3.919  0.835  -0.692  0.21
H  -2.529  2.130  0.646  0.22
H  -0.323  0.885  1.806  0.18
H  0.416  -1.024  0.557  0.21
H  -1.124  -2.342  -1.040  0.21
H  -3.164  -1.480  -1.428  0.21
H  1.335  -1.210  1.657  0.22
H  3.097  -1.432  1.402  0.25
H  1.792  -2.164  0.386  0.25
H  1.119  0.852  1.177  0.37
H  2.031  2.050  -1.323  0.23
H  0.346  2.363  -0.982  0.21
H  1.843  2.831  0.313  0.21
N  1.239  0.764  0.121  -0.63
O  2.724  -0.390  -1.144  -0.59